No. 1
# C45H53AsIrN7P2S2

A molecular structure, C45H53AsIrN7P2S2 (ωB97M-V/def2-TZVPD, OMol25).

The geometry in ORCA input format:
```
! RIJCOSX wB97M-V def2-TZVPD def2/J DEFGRID3
* xyz 3 2
Ir -0.18 -0.11 -0.44
C 3.55 0.80 1.32
P 2.15 -0.37 1.12
C 1.35 -0.08 2.77
N 1.81 -0.61 3.87
C 1.28 -0.41 5.08
C 1.74 -1.00 6.25
C 1.13 -0.74 7.47
C 0.03 0.11 7.53
C -0.47 0.70 6.39
C 0.12 0.47 5.15
N -0.32 1.00 4.01
C 0.24 0.79 2.84
P -0.54 1.55 1.39
C -2.28 1.61 1.96
C -0.03 3.39 1.45
C -0.91 4.17 0.48
C 1.44 3.50 1.04
C -0.22 3.94 2.86
C 3.06 -2.06 1.17
C 4.26 -1.89 0.23
C 2.15 -3.15 0.61
C 3.52 -2.44 2.56
H 4.29 0.36 2.00
H 3.20 1.73 1.76
H 4.00 1.00 0.35
H 2.59 -1.66 6.19
H 1.50 -1.21 8.37
H -0.44 0.30 8.48
H -1.33 1.36 6.44
H -2.34 2.18 2.89
H -2.65 0.61 2.13
H -2.90 2.07 1.20
H -0.70 3.93 -0.56
H -0.71 5.24 0.62
H -1.97 4.01 0.67
H 1.71 2.80 0.25
H 2.08 3.32 1.90
H 1.66 4.51 0.70
H -1.28 4.10 3.08
H 0.28 4.90 2.92
H 0.21 3.29 3.62
H 3.94 -1.50 -0.74
H 4.72 -2.86 0.07
H 5.02 -1.24 0.64
H 1.63 -2.82 -0.29
H 1.43 -3.51 1.35
H 2.76 -4.02 0.34
H 4.24 -1.74 2.98
H 4.00 -3.42 2.51
H 2.69 -2.53 3.26
N -0.62 -1.72 1.14
C -1.21 -3.03 1.00
C -1.49 -3.70 2.19
C -1.92 -5.01 2.19
C -2.03 -5.67 0.97
C -1.77 -5.00 -0.21
C -1.40 -3.64 -0.25
C -1.25 -2.94 -1.54
C -1.76 -3.60 -2.67
C -1.65 -3.11 -3.95
C -0.99 -1.92 -4.17
C -0.55 -1.20 -3.07
C -0.68 -1.67 -1.77
H 0.34 -1.90 1.45
H -1.08 -1.23 1.91
H -1.36 -3.18 3.13
H -2.12 -5.52 3.12
H -2.32 -6.71 0.94
H -1.83 -5.57 -1.12
H -2.30 -4.52 -2.54
H -2.07 -3.66 -4.78
H -0.85 -1.53 -5.17
H -0.06 -0.26 -3.26
S -6.15 2.74 -4.63
N -4.59 3.13 -4.55
C -4.00 2.40 -3.62
C -2.63 2.44 -3.23
C -1.73 3.34 -3.80
C -0.44 3.36 -3.33
C -0.07 2.47 -2.32
N -0.90 1.57 -1.80
C -2.19 1.56 -2.21
C -3.12 0.65 -1.57
N -2.66 -0.15 -0.60
C -3.50 -0.96 0.02
C -4.86 -1.04 -0.29
C -5.36 -0.24 -1.29
C -4.49 0.63 -1.95
C -4.92 1.51 -2.98
N -6.15 1.63 -3.48
H -2.08 4.00 -4.58
H 0.28 4.07 -3.70
H 0.93 2.49 -1.92
H -3.11 -1.59 0.80
H -5.49 -1.72 0.26
H -6.40 -0.25 -1.57
C 4.32 -0.18 -4.60
As 2.92 0.96 -3.91
C 3.71 2.74 -3.73
C 1.54 1.02 -5.28
S 2.35 0.25 -1.95
H 4.66 0.25 -5.54
H 3.95 -1.19 -4.78
H 5.16 -0.23 -3.90
H 4.08 3.05 -4.71
H 4.54 2.69 -3.03
H 2.98 3.47 -3.37
H 1.93 1.57 -6.14
H 0.63 1.51 -4.93
H 1.31 0.00 -5.59
*
```

Values from the calculation:
- E_LUMO (spin up / spin down) (eV) = -9.7 / -10.1
- HOMO energy (spin up / spin down) (eV) = -15.3 / -15.3
- HOMO-LUMO gap (spin up / spin down) (hartree) = 0.20299 / 0.18865

No. 2
# C45H53BN6O3PS4Ti

A molecular structure, C45H53BN6O3PS4Ti (ωB97M-V/def2-TZVPD, OMol25).

The geometry in ORCA input format:
```
! RIJCOSX wB97M-V def2-TZVPD def2/J DEFGRID3
* xyz 3 1
Ti -0.68 2.00 1.38
C 5.07 -0.09 2.30
C 4.37 -0.80 1.18
C 4.90 -1.77 0.38
C 4.16 -2.40 -0.66
N 2.91 -2.08 -0.92
N 2.42 -1.12 -0.15
B 1.01 -0.44 -0.04
N -0.09 -1.43 0.47
N 0.47 -2.60 0.83
C -0.31 -3.55 1.28
C -1.70 -3.33 1.40
C -2.26 -2.13 1.07
C -3.73 -1.87 1.21
C -1.38 -1.14 0.59
S -1.98 0.44 0.10
C 0.32 -4.88 1.66
C 1.83 -4.84 1.45
C 0.00 -5.17 3.14
C -0.30 -5.96 0.76
N 0.65 0.27 -1.39
N 0.62 -0.76 -2.26
C 0.49 -0.51 -3.53
C 0.46 0.83 -3.98
C 0.45 1.88 -3.10
C 0.38 3.30 -3.57
C 0.49 1.54 -1.72
S 0.30 2.85 -0.57
C 0.42 -1.67 -4.50
C 0.36 -3.00 -3.75
C 1.68 -1.63 -5.39
C -0.84 -1.52 -5.36
C 3.04 -0.51 0.83
S 1.84 0.63 1.43
C 4.82 -3.48 -1.51
C 6.05 -2.87 -2.20
C 3.86 -4.02 -2.56
C 5.26 -4.62 -0.58
H 6.04 -0.54 2.50
H 4.48 -0.12 3.21
H 5.23 0.96 2.04
H 5.92 -2.09 0.55
H -2.33 -4.13 1.77
H -4.26 -2.77 1.51
H -4.16 -1.51 0.27
H -3.91 -1.10 1.96
H 2.31 -4.09 2.08
H 2.08 -4.63 0.41
H 2.24 -5.82 1.71
H 0.41 -4.39 3.79
H 0.45 -6.12 3.42
H -1.07 -5.25 3.33
H -0.11 -5.76 -0.29
H -1.38 -6.05 0.90
H 0.14 -6.93 1.01
H 0.43 1.04 -5.04
H 0.36 3.33 -4.66
H 1.24 3.87 -3.23
H -0.52 3.80 -3.20
H 1.21 -3.12 -3.08
H 0.36 -3.81 -4.47
H -0.55 -3.08 -3.15
H 2.59 -1.73 -4.79
H 1.75 -0.70 -5.96
H 1.64 -2.45 -6.10
H -1.75 -1.52 -4.75
H -0.91 -2.36 -6.06
H -0.83 -0.61 -5.97
H 5.77 -2.03 -2.84
H 6.52 -3.63 -2.84
H 6.81 -2.53 -1.49
H 3.58 -3.25 -3.28
H 2.95 -4.43 -2.12
H 4.36 -4.82 -3.11
H 6.02 -4.30 0.15
H 5.70 -5.42 -1.17
H 4.42 -5.04 -0.03
O -0.01 1.62 5.01
S -0.73 2.15 3.92
O 0.12 2.89 2.86
O -1.37 1.14 2.97
C -1.96 3.26 4.37
C -2.18 3.45 5.73
C -3.16 4.35 6.12
C -3.88 5.05 5.16
C -3.64 4.85 3.80
C -2.69 3.95 3.38
P -2.38 3.77 1.59
C -3.89 3.24 0.79
C -3.98 3.32 -0.60
C -5.09 2.82 -1.24
C -6.11 2.23 -0.51
C -6.02 2.13 0.87
C -4.90 2.63 1.53
C -1.87 5.36 0.99
C -2.81 6.20 0.38
C -2.43 7.47 -0.02
C -1.13 7.91 0.19
C -0.20 7.08 0.80
C -0.56 5.81 1.20
H -1.59 2.91 6.46
H -3.35 4.52 7.17
H -4.63 5.76 5.47
H -4.21 5.42 3.07
H -3.19 3.79 -1.18
H -5.18 2.91 -2.32
H -6.99 1.85 -1.01
H -6.82 1.68 1.44
H -4.84 2.55 2.61
H -3.83 5.86 0.22
H -3.16 8.12 -0.48
H -0.85 8.91 -0.13
H 0.81 7.43 0.97
H 0.17 5.19 1.71
*
```

Values from the calculation:
- E_LUMO (eV) = -9.2
- energy above the lowest of the compared OMol25 structures with the same formula, charge and spin (kJ/mol) = 2.1
- HOMO energy (eV) = -16.3
- HOMO-LUMO gap (hartree) = 0.25859

No. 3
# C45H53CaCl2N4O6SSe

A molecular structure, C45H53CaCl2N4O6SSe (ωB97M-V/def2-TZVPD, OMol25).

The geometry in ORCA input format:
```
! RIJCOSX wB97M-V def2-TZVPD def2/J DEFGRID3
* xyz -1 1
Ca 0.44 1.68 1.38
C -1.13 -5.92 -2.75
C -1.10 -5.45 -1.29
C -2.54 -5.37 -0.79
C -0.35 -6.49 -0.44
C -0.39 -4.11 -1.21
C -0.98 -2.96 -0.71
C -0.33 -1.73 -0.69
Se -1.35 -0.36 0.22
C -1.91 0.79 -1.21
C -3.03 0.41 -1.95
C -3.52 1.23 -2.95
C -2.87 2.46 -3.12
C -1.77 2.89 -2.38
C -1.21 2.01 -1.41
O -0.13 2.26 -0.75
C -1.24 4.30 -2.68
C -0.65 4.34 -4.09
C -2.41 5.31 -2.59
C -0.17 4.81 -1.70
C -4.73 0.89 -3.81
C -5.83 1.93 -3.61
C -5.30 -0.49 -3.46
C -4.32 0.87 -5.29
C 0.97 -1.66 -1.18
O 1.64 -0.46 -1.41
C 1.66 -2.81 -1.59
C 0.93 -4.00 -1.63
C 3.15 -2.91 -1.98
C 3.78 -4.06 -1.18
C 3.25 -3.22 -3.48
C 4.02 -1.68 -1.69
H -1.65 -6.88 -2.84
H -0.12 -6.05 -3.15
H -1.65 -5.20 -3.38
H -3.02 -6.35 -0.88
H -3.13 -4.66 -1.37
H -2.58 -5.07 0.26
H -0.86 -7.45 -0.48
H -0.31 -6.16 0.60
H 0.67 -6.63 -0.79
H -1.99 -2.99 -0.31
H -3.50 -0.53 -1.71
H -3.25 3.13 -3.88
H -1.39 4.04 -4.84
H 0.20 3.65 -4.16
H -0.30 5.35 -4.33
H -3.17 5.13 -3.35
H -2.03 6.33 -2.73
H -2.89 5.25 -1.61
H 0.73 4.20 -1.74
H -0.54 4.79 -0.68
H 0.08 5.84 -1.97
H -6.13 1.97 -2.56
H -6.71 1.69 -4.21
H -5.49 2.93 -3.89
H -5.64 -0.52 -2.42
H -4.56 -1.28 -3.61
H -6.16 -0.70 -4.10
H -3.95 1.84 -5.61
H -5.18 0.61 -5.92
H -3.53 0.13 -5.46
H 1.43 -4.88 -1.99
H 3.32 -5.02 -1.38
H 3.70 -3.86 -0.11
H 4.84 -4.13 -1.43
H 2.73 -4.14 -3.73
H 4.30 -3.32 -3.77
H 2.81 -2.41 -4.07
H 3.95 -1.37 -0.64
H 3.77 -0.83 -2.32
H 5.06 -1.95 -1.88
O 1.62 -1.12 1.94
S 2.64 -0.49 2.75
O 4.01 -0.57 2.28
N 2.13 1.00 2.99
C 2.88 1.93 3.68
C 3.94 1.69 4.53
C 4.58 2.73 5.23
C 4.17 4.03 5.11
C 3.12 4.34 4.22
C 2.65 5.65 4.01
C 1.64 5.89 3.13
C 1.09 4.80 2.42
N 1.50 3.57 2.59
C 2.49 3.30 3.49
C 2.60 -1.34 4.31
C 1.40 -1.40 5.00
C 1.34 -2.07 6.21
C 2.48 -2.70 6.71
C 3.67 -2.64 6.01
C 3.74 -1.96 4.80
H 4.30 0.68 4.66
H 5.40 2.48 5.89
H 4.65 4.83 5.66
H 3.11 6.46 4.57
H 1.26 6.89 2.95
H 0.29 4.95 1.71
H 0.53 -0.91 4.59
H 0.40 -2.12 6.75
H 2.43 -3.23 7.66
H 4.55 -3.13 6.40
H 4.66 -1.91 4.23
O 2.50 1.27 -0.59
N 1.68 0.46 -0.39
O -3.67 3.75 1.76
C -2.67 3.11 1.87
N -1.67 2.47 2.01
Cl -2.24 -1.13 3.97
C -2.50 0.53 4.57
Cl -0.99 1.37 4.88
H -3.07 0.46 5.49
H -3.03 1.08 3.79
*
```

Values from the calculation:
- E_LUMO (eV) = 2.3
- energy above the lowest of the compared OMol25 structures with the same formula, charge and spin (kJ/mol) = 72.3
- HOMO energy (eV) = -4.6
- HOMO-LUMO gap (hartree) = 0.25119

No. 4
# C45H53Cl3InN6O5S2Si

A molecular structure, C45H53Cl3InN6O5S2Si (ωB97M-V/def2-TZVPD, OMol25).

The geometry in ORCA input format:
```
! RIJCOSX wB97M-V def2-TZVPD def2/J DEFGRID3
* xyz -1 1
In 0.04 -0.10 -0.25
C -4.43 4.99 3.39
C -3.49 4.08 4.19
C -2.63 4.95 5.10
C -4.33 3.14 5.07
C -2.66 3.25 3.23
C -3.28 2.39 2.33
C -2.51 1.62 1.48
N -1.18 1.64 1.48
C -0.57 2.47 2.32
C -1.27 3.29 3.20
C 0.92 2.47 2.27
C 1.70 3.11 3.24
C 3.08 3.05 3.17
C 3.64 2.35 2.10
C 2.80 1.73 1.19
N 1.47 1.78 1.28
C 3.99 3.69 4.22
C 4.78 2.58 4.93
C 4.96 4.66 3.53
C 3.20 4.47 5.27
H -5.04 5.60 4.06
H -5.11 4.42 2.75
H -3.86 5.67 2.74
H -3.27 5.53 5.77
H -2.03 5.67 4.53
H -1.96 4.35 5.71
H -4.93 3.71 5.78
H -3.68 2.46 5.63
H -5.00 2.53 4.47
H -4.36 2.30 2.28
H -2.98 0.94 0.78
H -0.74 3.95 3.86
H 1.22 3.62 4.06
H 4.71 2.25 1.99
H 3.21 1.16 0.37
H 5.38 2.01 4.22
H 4.11 1.89 5.44
H 5.46 3.02 5.67
H 5.60 4.14 2.82
H 5.60 5.14 4.27
H 4.41 5.44 2.99
H 2.53 3.82 5.84
H 2.60 5.27 4.82
H 3.89 4.93 5.98
Cl -1.27 -0.31 4.33
Si -0.73 -1.70 2.87
Cl -2.38 -1.69 1.59
Cl -0.95 -3.56 3.76
O -1.53 1.93 -1.73
N -1.17 3.05 -2.02
C 1.51 -3.33 0.77
C 1.92 -2.33 1.86
C 3.19 -1.61 1.38
C 0.80 -1.30 2.08
C 2.31 -3.05 3.16
C 2.49 -4.43 3.25
C 2.85 -5.03 4.45
C 3.05 -4.27 5.59
C 2.88 -2.89 5.51
C 2.52 -2.30 4.32
H 1.23 -2.77 -0.13
H 0.65 -3.93 1.07
H 2.33 -4.00 0.50
H 2.99 -1.08 0.44
H 3.99 -2.33 1.20
H 3.53 -0.90 2.13
H 1.17 -0.35 2.46
H 2.33 -5.05 2.38
H 2.97 -6.11 4.49
H 3.32 -4.74 6.52
H 3.03 -2.28 6.39
H 2.36 -1.23 4.28
S -4.51 -3.77 -5.07
C -3.60 -2.91 -3.79
C -4.09 -1.72 -3.25
C -3.33 -1.09 -2.26
N -2.15 -1.55 -1.84
C -1.71 -2.69 -2.37
C -2.40 -3.41 -3.32
C -3.52 -3.31 -6.48
C -3.59 -2.05 -7.02
C -2.81 -1.76 -8.13
N -2.01 -2.65 -8.72
C -1.95 -3.87 -8.18
C -2.67 -4.25 -7.06
H -5.02 -1.29 -3.59
H -3.66 -0.15 -1.83
H -0.74 -3.03 -2.01
H -2.00 -4.34 -3.71
H -4.20 -1.28 -6.59
H -2.81 -0.76 -8.54
H -1.29 -4.58 -8.67
H -2.59 -5.25 -6.66
C 3.47 -1.35 -2.93
O 2.68 -0.77 -1.92
H 4.44 -0.84 -3.04
H 2.97 -1.34 -3.91
H 3.66 -2.39 -2.65
N 1.64 1.87 -2.87
C 0.52 1.95 -3.50
C 0.04 0.84 -4.30
C -1.09 0.95 -5.02
C -1.85 2.20 -5.09
C -1.49 3.25 -4.36
C -0.39 3.14 -3.35
S -3.28 2.33 -6.18
O -3.29 1.06 -6.88
O -2.99 3.47 -7.02
O -4.39 2.51 -5.26
H 1.83 2.73 -2.35
H 2.46 0.15 -2.17
H 0.62 -0.08 -4.28
H -1.47 0.12 -5.61
H -2.04 4.18 -4.43
H 0.19 4.06 -3.28
*
```

Values from the calculation:
- E_LUMO (eV) = 1.5
- energy above the lowest of the compared OMol25 structures with the same formula, charge and spin (kJ/mol) = 186.8
- HOMO energy (eV) = -4.5
- HOMO-LUMO gap (hartree) = 0.22006

Which maximum force belongs to each record? In order, 3.796; 2.168; 0.638; 1.494 eV Å⁻¹.